A molecular structure, C30H39FN7O3SSiTi in a non-equilibrium geometry. Source: OMol25; level of theory: ωB97M-V/def2-TZVPD.

Each line ends with the Löwdin charge.
Cartesian coordinates (Å):
Ti  -0.708  -0.625  0.512  0.696
O  -0.492  -2.727  -2.960  -0.025
C  -0.686  -2.311  -1.800  -0.488
N  -0.048  -1.222  -1.233  -0.074
C  1.051  -0.688  -2.095  -0.168
C  0.925  0.581  -2.879  -0.243
C  1.787  0.807  -3.979  -0.036
C  1.804  2.061  -4.516  -0.102
C  1.034  3.089  -3.943  -0.086
C  0.143  2.742  -2.932  -0.171
N  0.120  1.548  -2.416  0.123
C  -1.693  -2.990  -0.921  -0.222
C  -2.399  -4.160  -1.208  -0.008
C  -3.144  -4.800  -0.208  -0.084
C  -3.267  -4.226  1.033  -0.075
C  -2.647  -3.034  1.271  -0.099
N  -1.927  -2.460  0.283  0.023
H  1.281  -1.482  -2.792  0.094
H  1.963  -0.564  -1.469  0.114
H  2.434  0.014  -4.367  0.116
H  2.416  2.329  -5.385  0.101
H  1.099  4.162  -4.209  0.099
H  -0.377  3.557  -2.396  0.113
H  -2.321  -4.629  -2.244  0.132
H  -3.604  -5.768  -0.405  0.098
H  -3.892  -4.688  1.802  0.108
H  -2.593  -2.550  2.236  0.085
C  -3.826  2.572  -1.480  -0.187
Si  -3.618  0.834  -0.756  0.431
C  -3.236  -0.054  -2.382  -0.175
C  -5.174  0.285  0.095  -0.163
N  -2.311  0.562  0.419  -0.198
C  -2.489  1.212  1.641  -0.341
C  -2.688  0.462  2.830  -0.031
C  -2.755  1.099  4.068  -0.090
C  -2.689  2.481  4.127  -0.133
C  -2.521  3.263  3.001  -0.042
C  -2.420  2.613  1.781  -0.213
F  -2.121  3.351  0.650  0.002
H  -4.681  2.522  -2.154  0.021
H  -2.970  2.868  -2.072  0.008
H  -4.028  3.267  -0.643  0.023
H  -4.055  0.061  -3.162  0.046
H  -3.030  -1.152  -2.206  0.025
H  -2.342  0.347  -2.875  0.012
H  -5.071  -0.108  1.099  0.016
H  -5.593  -0.539  -0.467  0.018
H  -5.897  1.123  0.218  0.037
H  -2.845  -0.614  2.848  0.090
H  -2.774  0.475  4.900  0.081
H  -2.668  2.950  5.105  0.089
H  -2.467  4.383  3.091  0.124
O  -0.461  -3.036  3.975  -0.640
S  0.369  -2.045  3.344  0.542
N  0.007  -1.499  2.016  -0.585
N  0.849  0.913  0.638  0.157
C  1.886  1.376  0.936  -0.205
N  3.016  1.999  1.148  -0.082
C  3.946  2.254  -0.027  -0.109
C  4.641  3.626  0.178  -0.181
C  5.221  3.798  1.587  -0.190
C  5.022  2.483  2.373  -0.207
C  3.585  2.112  2.500  -0.158
H  3.374  2.261  -0.933  0.107
H  4.709  1.413  -0.059  0.133
H  3.932  4.410  -0.092  0.106
H  5.405  3.681  -0.621  0.111
H  4.767  4.734  2.055  0.128
H  6.307  4.032  1.635  0.106
H  5.450  2.607  3.402  0.127
H  5.549  1.616  1.968  0.112
H  3.028  2.875  3.018  0.118
H  3.323  1.144  3.005  0.147
C  1.815  -5.477  -1.082  -0.037
C  1.893  -4.610  0.133  -0.495
C  3.244  -3.965  0.371  -0.020
O  0.921  -4.385  0.831  0.064
H  2.657  -6.188  -1.142  0.077
H  1.926  -4.851  -2.014  0.104
H  0.849  -5.985  -1.141  0.079
H  4.028  -4.295  -0.296  0.063
H  3.530  -4.324  1.373  0.091
H  3.224  -2.902  0.465  0.068

- Net charge: -1
- E: -92864.084 eV
- Relative energy (zero: lowest compared OMol25 entry of this formula, charge and spin): 0.0 kcal/mol
- E_HOMO (spin up / spin down): -1.0 / -4.6 eV
- 2S+1: 3
- Frontier orbital gap (spin up / spin down): 3.146 / 6.770 eV
- E_LUMO (spin up / spin down): 2.193 / 2.188 eV